No. 1
This record from OMol25 describes 8 unconnected molecules or ions with the total composition C79H164F6N6O8P2S2. The level of theory is ωB97M-V/def2-TZVPD.

Positions of all 267 atoms, in Å:
1 C -0.312 -1.656 -16.485
2 C -0.161 -1.820 -15.002
3 C -0.525 -3.297 -14.614
4 N -0.529 -3.659 -13.080
5 C -1.663 -2.883 -12.475
6 C -1.796 -3.054 -11.028
7 C -0.485 -2.865 -10.175
8 C 0.705 -3.492 -10.815
9 C 0.818 -3.404 -12.354
10 C -0.746 -5.154 -12.901
11 H 0.152 -2.478 -17.030
12 H 0.232 -0.806 -16.896
13 H -1.365 -1.842 -16.696
14 H -0.629 -1.113 -14.316
15 H 0.904 -1.685 -14.813
16 H 0.153 -4.000 -15.098
17 H -1.559 -3.457 -14.920
18 H -1.520 -1.830 -12.722
19 H -2.613 -3.214 -12.894
20 H -2.624 -2.435 -10.682
21 H -2.128 -4.075 -10.840
22 H -0.298 -1.824 -9.911
23 H -0.688 -3.198 -9.158
24 H 1.559 -3.138 -10.237
25 H 0.729 -4.519 -10.451
26 H 1.104 -2.382 -12.599
27 H 1.541 -4.146 -12.694
28 H -0.765 -5.462 -11.855
29 H 0.046 -5.638 -13.473
30 H -1.732 -5.352 -13.321
31 C 10.552 -4.204 14.196
32 C 9.629 -4.572 13.041
33 C 8.138 -4.721 13.601
34 C 7.469 -3.344 13.847
35 P 5.535 -3.417 14.067
36 C 5.063 -4.837 15.111
37 C 3.584 -5.023 15.224
38 C 2.961 -6.284 15.813
39 C 3.418 -7.727 15.251
40 C 4.622 -3.278 12.482
41 C 4.711 -1.815 11.840
42 C 4.050 -1.677 10.492
43 C 3.734 -0.318 10.151
44 C 5.132 -1.884 14.998
45 C 5.681 -1.781 16.394
46 C 5.188 -0.520 17.131
47 C 5.963 -0.131 18.373
48 H 10.728 -3.129 14.200
49 H 11.517 -4.681 14.029
50 H 10.041 -4.371 15.145
51 H 9.754 -5.612 12.740
52 H 9.744 -3.993 12.125
53 H 8.085 -5.456 14.404
54 H 7.516 -5.223 12.861
55 H 7.820 -2.560 13.176
56 H 7.705 -3.011 14.858
57 H 5.643 -4.731 16.027
58 H 5.547 -5.700 14.654
59 H 3.278 -5.272 14.208
60 H 3.026 -4.099 15.372
61 H 1.897 -6.063 15.904
62 H 3.218 -6.267 16.872
63 H 3.776 -7.767 14.222
64 H 2.498 -8.312 15.236
65 H 4.329 -8.147 15.677
66 H 3.573 -3.425 12.739
67 H 5.096 -4.032 11.852
68 H 5.776 -1.603 11.747
69 H 4.286 -1.142 12.584
70 H 3.089 -2.153 10.684
71 H 4.633 -2.274 9.791
72 H 3.042 -0.164 9.322
73 H 4.629 0.287 10.006
74 H 3.268 0.213 10.981
75 H 4.046 -1.890 14.910
76 H 5.662 -1.174 14.363
77 H 6.769 -1.835 16.425
78 H 5.311 -2.615 16.990
79 H 4.195 -0.756 17.514
80 H 5.335 0.333 16.469
81 H 5.871 0.955 18.396
82 H 7.022 -0.338 18.219
83 H 5.675 -0.546 19.339
84 C -5.639 2.821 -5.387
85 C -5.639 3.955 -6.471
86 C -6.224 3.685 -7.881
87 C -6.525 4.866 -8.787
88 P -7.933 4.587 -9.975
89 C -8.131 5.750 -11.371
90 C -7.346 7.087 -11.200
91 C -7.802 7.980 -12.409
92 C -7.565 7.439 -13.715
93 C -7.944 2.891 -10.752
94 C -6.650 2.241 -11.277
95 C -6.039 2.801 -12.615
96 C -6.594 2.332 -13.908
97 C -9.557 4.618 -9.075
98 C -9.868 6.027 -8.499
99 C -11.308 6.377 -8.389
100 C -11.472 7.778 -7.904
101 H -4.971 3.042 -4.555
102 H -5.270 1.840 -5.686
103 H -6.597 2.585 -4.925
104 H -4.580 4.199 -6.561
105 H -5.951 4.922 -6.075
106 H -7.121 3.065 -7.848
107 H -5.582 2.967 -8.390
108 H -5.559 5.047 -9.257
109 H -6.541 5.754 -8.156
110 H -9.173 5.855 -11.672
111 H -7.642 5.195 -12.172
112 H -6.282 6.866 -11.282
113 H -7.646 7.721 -10.365
114 H -7.310 8.945 -12.528
115 H -8.854 8.233 -12.275
116 H -6.537 7.226 -14.008
117 H -7.886 8.213 -14.412
118 H -8.152 6.534 -13.873
119 H -8.745 2.912 -11.491
120 H -8.223 2.136 -10.017
121 H -6.641 1.156 -11.171
122 H -5.899 2.493 -10.529
123 H -5.048 2.348 -12.646
124 H -5.870 3.877 -12.610
125 H -7.237 1.452 -13.924
126 H -5.716 1.970 -14.442
127 H -7.100 3.025 -14.579
128 H -9.560 3.748 -8.420
129 H -10.327 4.413 -9.819
130 H -9.586 6.783 -9.232
131 H -9.303 6.121 -7.572
132 H -11.765 5.793 -7.590
133 H -11.839 6.383 -9.341
134 H -11.517 8.461 -8.752
135 H -10.756 8.138 -7.165
136 H -12.432 7.825 -7.390
137 C 8.145 -2.397 0.319
138 C 8.737 -1.179 -0.385
139 C 8.063 -1.050 -1.773
140 C 8.307 0.344 -2.368
141 C 7.788 1.460 -1.450
142 C 8.619 1.475 -0.165
143 N 8.561 0.067 0.500
144 O 8.960 -0.017 1.948
145 C 8.063 2.493 0.802
146 C 10.030 1.966 -0.548
147 C 10.250 -1.465 -0.457
148 H 7.063 -2.530 0.331
149 H 8.514 -2.774 1.273
150 H 8.381 -3.229 -0.345
151 H 6.977 -1.042 -1.676
152 H 8.310 -1.839 -2.483
153 H 7.887 0.279 -3.371
154 H 9.355 0.420 -2.657
155 H 6.733 1.269 -1.254
156 H 7.769 2.386 -2.025
157 H 6.973 2.474 0.807
158 H 8.166 3.503 0.407
159 H 8.352 2.489 1.853
160 H 9.998 2.992 -0.915
161 H 10.541 1.229 -1.168
162 H 10.570 2.043 0.396
163 H 10.773 -1.228 0.470
164 H 10.731 -1.088 -1.359
165 H 10.323 -2.546 -0.342
166 C -5.101 -1.582 5.960
167 C -5.572 -0.784 4.807
168 C -4.380 -0.735 3.804
169 C -4.755 -0.153 2.509
170 C -5.947 -0.892 1.955
171 C -7.248 -0.855 2.749
172 N -6.898 -1.252 4.172
173 O -7.933 -1.716 5.022
174 C -8.229 -1.953 2.165
175 C -8.034 0.435 2.675
176 C -5.892 0.697 5.300
177 H -5.742 -1.475 6.834
178 H -4.122 -1.202 6.252
179 H -4.748 -2.607 5.842
180 H -4.013 -1.753 3.667
181 H -3.537 -0.204 4.247
182 H -3.899 -0.090 1.837
183 H -4.884 0.913 2.700
184 H -5.666 -1.945 1.962
185 H -6.085 -0.656 0.900
186 H -9.198 -1.913 2.662
187 H -7.732 -2.872 2.475
188 H -8.263 -1.925 1.076
189 H -8.243 0.602 1.619
190 H -7.706 1.379 3.111
191 H -9.039 0.336 3.085
192 H -5.068 1.191 5.815
193 H -6.735 0.643 5.989
194 H -6.152 1.446 4.551
195 C 0.112 -9.488 4.054
196 C 0.943 -8.130 4.190
197 C 0.343 -7.303 3.007
198 C 0.395 -5.794 3.160
199 C -0.347 -5.400 4.392
200 C 0.226 -6.023 5.703
201 N 0.469 -7.493 5.484
202 O 0.398 -8.288 6.572
203 C -0.870 -5.886 6.741
204 C 1.502 -5.351 6.080
205 C 2.413 -8.148 4.103
206 H 0.327 -9.907 3.071
207 H -0.963 -9.452 4.229
208 H 0.524 -10.284 4.675
209 H -0.611 -7.649 2.611
210 H 0.914 -7.339 2.079
211 H -0.001 -5.258 2.298
212 H 1.426 -5.512 3.375
213 H -1.420 -5.499 4.227
214 H -0.395 -4.327 4.575
215 H -1.799 -6.255 6.307
216 H -0.846 -4.827 6.998
217 H -0.644 -6.373 7.690
218 H 1.415 -4.287 6.300
219 H 2.399 -5.451 5.469
220 H 1.877 -5.648 7.060
221 H 2.533 -8.313 3.032
222 H 2.750 -8.909 4.806
223 H 2.867 -7.161 4.196
224 C -1.126 8.050 -1.443
225 C -0.367 6.773 -1.759
226 C -0.444 6.437 -3.209
227 C 0.387 7.391 -4.152
228 C 1.852 7.150 -3.763
229 C 2.218 7.475 -2.286
230 N 1.151 6.880 -1.355
231 O 1.172 7.144 0.028
232 C 2.327 9.026 -1.908
233 C 3.576 6.694 -2.023
234 C -1.090 5.608 -1.042
235 H -0.726 8.937 -1.935
236 H -1.183 8.107 -0.356
237 H -2.087 8.081 -1.956
238 H -1.385 6.648 -3.718
239 H -0.202 5.385 -3.353
240 H 0.004 8.410 -4.201
241 H 0.240 7.155 -5.206
242 H 2.445 7.836 -4.368
243 H 2.189 6.219 -4.218
244 H 1.400 9.553 -2.133
245 H 3.117 9.675 -2.285
246 H 2.532 9.067 -0.838
247 H 3.972 6.927 -1.034
248 H 4.358 6.770 -2.778
249 H 3.246 5.656 -2.081
250 H -1.101 5.873 0.015
251 H -0.669 4.615 -1.201
252 H -2.146 5.491 -1.287
253 C 1.248 2.002 2.737
254 F 0.824 0.964 3.484
255 F 2.344 2.492 3.338
256 F 0.272 2.972 2.739
257 S 1.816 1.465 0.943
258 O 2.998 0.676 1.221
259 O 2.151 2.723 0.199
260 N 0.679 0.558 0.448
261 S 1.213 0.242 -1.154
262 O 2.406 -0.615 -1.050
263 O 1.278 1.439 -1.922
264 C -0.264 -0.866 -1.888
265 F -1.389 -0.314 -1.600
266 F -0.193 -2.075 -1.270
267 F -0.276 -1.048 -3.152

## Properties
HOMO	-0.5839	hartree
net charge	+6
E_LUMO	-12.1	eV

No. 2
This record from OMol25 describes a molecular structure, C7Cl5CuOS3. The level of theory is ωB97M-V/def2-TZVPD.

Positions of all 17 atoms, in Å:
1 Cu 2.229 -0.339 0.215
2 S 6.536 -1.232 0.321
3 C 4.846 -1.008 0.080
4 S 3.681 -1.882 0.965
5 S 3.984 0.000 -1.003
6 Cl -4.783 -0.259 0.105
7 C -3.112 0.041 -0.052
8 C -2.143 -0.925 -0.068
9 Cl -2.721 -2.591 0.038
10 C -0.868 -0.637 0.003
11 Cl 0.269 -1.959 -0.003
12 C -0.377 0.708 -0.067
13 O 0.902 1.021 0.047
14 C -1.311 1.745 -0.204
15 Cl -0.782 3.342 -0.451
16 C -2.600 1.338 -0.018
17 Cl -3.752 2.638 0.090

## Properties
HOMO	0.0169	hartree
net charge	-2
E_LUMO	4.1	eV

No. 3
This record from OMol25 describes C7H10 in the gas phase. The level of theory is ωB97M-V/def2-TZVPD.

Positions of all 17 atoms, in Å:
1 C 0.780 -0.251 1.183
2 C 1.143 0.051 -0.287
3 C 0.126 1.321 -0.510
4 C -1.132 0.745 -0.065
5 C -0.814 -0.123 0.949
6 C -1.143 -0.733 -0.323
7 C 0.232 -1.001 -0.874
8 H 1.093 -1.377 1.452
9 H 1.126 0.547 1.936
10 H 2.178 0.271 -0.391
11 H 0.527 2.111 0.205
12 H 0.364 1.734 -1.602
13 H -2.004 1.318 -0.046
14 H -1.498 -0.243 1.660
15 H -1.924 -1.477 -0.626
16 H 0.481 -0.926 -1.991
17 H 0.465 -1.967 -0.669

## Properties
HOMO	-0.3496	hartree
SMILES string	C1C2C[C@H]3[C@@H]1[C@H]3C2
net charge	0
E_LUMO	1.1	eV
relative energy (zero: lowest compared OMol25 entry of this formula, charge and spin)	65.6	kcal/mol

No. 4
This record from OMol25 describes C7H10 in the gas phase. The level of theory is ωB97M-V/def2-TZVPD.

Positions of all 17 atoms, in Å:
1 C -1.402 -0.936 -0.190
2 C -0.327 -0.668 0.880
3 C 0.961 -1.065 0.109
4 C 0.817 0.042 -0.920
5 C 0.896 1.398 0.156
6 C -0.444 0.847 0.496
7 C -0.734 0.253 -0.908
8 H -1.456 -1.932 -0.643
9 H -2.398 -0.635 0.158
10 H -0.434 -0.995 1.916
11 H 0.894 -2.107 -0.242
12 H 1.897 -0.955 0.653
13 H 1.559 0.718 -1.277
14 H 1.718 1.437 0.887
15 H 0.851 2.374 -0.368
16 H -1.184 1.439 1.023
17 H -1.214 0.785 -1.729

## Properties
HOMO	-0.3096	hartree
SMILES string	C1[C@@H]2C[C@@H]3[C@H]1C[C@H]23
net charge	0
E_LUMO	1.2	eV
relative energy (zero: lowest compared OMol25 entry of this formula, charge and spin)	86.9	kcal/mol

| no. | gap between HOMO and LUMO (eV) | F_max (eV/Å) |
| --- | --- | --- |
| 1 | 3.751 | 10.2 |
| 2 | 3.589 | 4.3 |
| 3 | 10.608 | 6.1 |
| 4 | 9.589 | 3.3 |